1.
{"formula": "C6H3IO2", "method": "the ωB97M-V functional and the def2-TZVPD basis", "species": ["O", "C", "C", "C", "C", "O", "C", "I", "C", "H", "H", "H"], "xyz": [[1.6901, -1.9668, -0.5048], [0.9313, -1.0277, -0.4403], [1.4119, 0.3797, -0.3729], [0.6454, 1.3072, 0.1879], [-0.6789, 0.9287, 0.7550], [-1.1798, 1.5303, 1.6733], [-1.3144, -0.2864, 0.1400], [-3.3682, -0.4289, 0.2730], [-0.5468, -1.2208, -0.4126], [2.3974, 0.5842, -0.7672], [0.9458, 2.3396, 0.2983], [-0.9338, -2.1391, -0.8298]], "forces_ev_per_a": [[0.0, 0.1, -0.2], [0.0, -0.1, 0.0], [0.0, 0.0, 0.0], [0.0, 0.0, -0.1], [0.0, 0.0, 0.1], [0.0, 0.0, -0.3], [0.1, 0.0, 0.0], [-0.1, 0.0, 0.1], [0.0, 0.1, 0.0], [0.1, 0.0, 0.1], [0.0, 0.0, 0.1], [0.0, -0.1, 0.1]], "orbital_gap_ev": 8.23, "relative_energy_kcal_mol": 0.00, "largest_force_ev_per_a": 0.282, "homo_energy_ev": -9.713}

---

2.
{"formula": "C6H3N", "method": "the ωB97M-V functional and the def2-TZVPD basis", "species": ["C", "C", "C", "C", "C", "C", "N", "H", "H", "H"], "xyz": [[-0.0574, -0.1383, 1.9633], [0.1640, 0.5380, 3.0851], [-0.0138, 0.0610, 0.7284], [0.4789, 1.5625, 3.6905], [0.0154, 0.1292, -0.6971], [-0.2549, -0.6470, -1.9040], [0.4529, 1.1706, -0.0820], [0.6397, -1.3352, -2.2715], [-0.2633, -0.0506, -2.8534], [-1.1614, -1.2903, -1.6594]], "forces_ev_per_a": [[1.0, 2.5, 2.8], [-1.5, -4.1, -1.8], [-0.5, -1.1, -3.0], [0.9, 2.7, 2.0], [0.8, 0.4, 1.8], [1.0, -1.4, -2.0], [-0.3, -0.7, -1.6], [-1.6, 1.0, 1.7], [-0.9, -0.1, 1.1], [1.1, 0.9, -0.9]], "orbital_gap_ev": 6.94, "relative_energy_kcal_mol": 101.94, "largest_force_ev_per_a": 4.760, "homo_energy_ev": -8.743}

---

3.
{"formula": "C6H3NO", "method": "the ωB97M-V functional and the def2-TZVPD basis", "species": ["C", "C", "C", "C", "O", "C", "C", "N", "H", "H", "H"], "xyz": [[0.5912, -1.0220, -2.2189], [0.5610, -0.5732, -1.1008], [0.3787, 0.0717, 0.1009], [1.4323, -0.0277, 1.1291], [1.3889, 0.5242, 2.1925], [-0.8734, 0.3513, 0.7342], [-2.2215, 0.7785, 0.1768], [-3.2931, 1.4398, -0.2196], [0.4237, -1.5852, -3.2016], [2.3603, -0.4323, 0.5155], [-0.7481, 0.4750, 1.8921]], "forces_ev_per_a": [[-0.6, -1.5, -1.7], [-0.2, 0.2, -2.5], [-5.0, -0.2, 3.8], [2.3, 0.9, -2.2], [0.5, -0.9, 0.2], [0.7, 1.1, -0.2], [-7.1, 5.3, -2.9], [10.0, -6.5, 3.7], [0.7, 1.3, 2.1], [-0.7, 0.2, 2.1], [-0.6, 0.0, -2.4]], "orbital_gap_ev": 7.88, "relative_energy_kcal_mol": 95.28, "largest_force_ev_per_a": 12.494, "homo_energy_ev": -9.849}

---

4.
{"formula": "C6H40N12O14", "method": "the ωB97M-V functional and the def2-TZVPD basis", "species": ["O", "H", "H", "O", "H", "H", "O", "H", "H", "O", "H", "H", "O", "H", "H", "O", "H", "H", "O", "H", "H", "O", "H", "H", "C", "O", "N", "N", "H", "H", "H", "H", "C", "O", "N", "N", "H", "H", "H", "H", "C", "O", "N", "N", "H", "H", "H", "H", "C", "O", "N", "N", "H", "H", "H", "H", "C", "O", "N", "N", "H", "H", "H", "H", "C", "O", "N", "N", "H", "H", "H", "H"], "xyz": [[0.4132, 3.6481, 0.0600], [-0.0711, 3.5764, 0.8932], [0.9119, 4.4702, 0.1407], [4.0136, 0.8535, -0.3056], [4.9643, 0.8978, -0.4533], [3.8288, -0.0768, -0.0985], [3.2134, -1.8387, 0.2180], [3.9666, -2.2584, 0.6498], [2.4459, -2.0916, 0.7484], [2.4620, 2.7640, -1.5533], [1.7151, 2.9708, -0.9658], [3.0154, 2.1750, -1.0209], [1.0922, 2.9928, 3.1728], [1.1866, 2.1706, 2.6591], [0.1464, 3.0496, 3.3669], [-0.7432, -1.1375, 3.8549], [-0.1323, -0.5485, 3.3866], [-1.2639, -0.5516, 4.4103], [0.7568, -2.0118, 1.8863], [0.4389, -2.2398, 0.9995], [0.0339, -2.2761, 2.4754], [0.6145, -2.9229, -1.9965], [0.1967, -2.1158, -2.3376], [-0.0131, -3.6262, -2.1915], [0.0643, 0.6367, 0.3904], [0.3136, 0.8238, 1.6073], [-1.1836, 0.5252, -0.0762], [1.0463, 0.3160, -0.4900], [-1.8645, 0.4314, 0.6531], [-1.1986, 0.1546, -1.0129], [1.9549, 0.0976, -0.1315], [0.7213, 0.0984, -1.4187], [2.7610, -0.5485, 4.5293], [3.4352, -0.3782, 5.5344], [2.4699, -1.7733, 3.9810], [2.2801, 0.4918, 3.7729], [2.9502, -2.5419, 4.4111], [1.8086, -1.7992, 3.2111], [2.4678, 1.3999, 4.1666], [1.7519, 0.3749, 2.9268], [-1.5347, -0.3250, -3.9125], [-0.8862, -0.3071, -2.8559], [-2.8297, 0.1290, -4.0371], [-1.0523, -0.9188, -5.0267], [-3.2527, 0.2520, -3.1168], [-3.3716, -0.3721, -4.7136], [-1.6490, -1.0108, -5.8228], [-0.2777, -1.5336, -4.8258], [2.7399, -0.3364, -4.6034], [2.3763, 0.5098, -5.4115], [3.1074, -0.0272, -3.3348], [2.7195, -1.7012, -4.8417], [3.6494, -0.7219, -2.8565], [2.7608, 0.7462, -2.7866], [2.8301, -1.9854, -5.8042], [3.2618, -2.2610, -4.2072], [-2.7873, 2.6155, 2.7696], [-1.9809, 3.3807, 3.3032], [-3.0648, 2.5887, 1.4374], [-3.4298, 1.7094, 3.5522], [-3.7453, 1.9575, 1.0638], [-2.6994, 3.3390, 0.8784], [-2.9710, 1.6130, 4.4424], [-3.9463, 0.9263, 3.1922], [-4.4893, -1.2055, -0.7077], [-4.0840, -0.2702, -1.4002], [-5.4533, -0.9959, 0.2189], [-4.0104, -2.4823, -0.7769], [-5.5721, -0.0892, 0.6279], [-5.9915, -1.7233, 0.6562], [-3.0730, -2.5847, -1.1289], [-4.2641, -3.0976, -0.0248]], "forces_ev_per_a": [[-0.4, 0.4, 0.0], [0.3, -0.2, 0.1], [0.0, 0.0, 0.1], [0.4, -0.3, 0.0], [-0.1, 0.1, 0.0], [0.1, -0.1, 0.1], [0.2, 0.0, -0.1], [-0.1, 0.0, 0.1], [0.1, 0.1, 0.1], [0.0, 0.1, -0.1], [0.1, -0.3, -0.3], [0.0, 0.1, 0.0], [0.1, 0.0, -0.1], [-0.4, 0.6, 0.0], [0.0, 0.0, 0.0], [-0.2, 0.1, -0.1], [-0.2, 0.3, 0.0], [0.1, -0.1, 0.1], [-0.6, -0.8, -1.0], [0.0, 0.2, 0.1], [0.0, 0.1, 0.1], [-0.2, 0.1, 0.1], [0.0, 0.1, 0.0], [0.1, 0.0, 0.0], [1.6, -1.2, 1.8], [-0.4, 0.3, -0.8], [0.3, 0.4, -0.1], [-1.2, 0.3, 0.2], [-0.4, 0.0, -0.4], [-1.2, -0.1, -0.2], [0.0, 0.2, -0.2], [0.7, -0.1, -0.2], [0.2, 0.2, -0.8], [-0.2, -0.2, -0.1], [0.3, 0.6, 0.5], [0.5, -0.2, 1.2], [-0.4, -0.3, -0.2], [0.9, -0.6, 0.5], [-0.3, 0.1, -0.3], [0.0, 0.0, -0.2], [-0.8, -0.7, 0.0], [-0.1, 0.1, -0.2], [0.9, 0.3, 1.0], [0.5, 0.0, 0.7], [-0.2, 0.0, -0.4], [-0.3, 0.1, -0.1], [0.2, -0.2, -0.3], [0.2, 0.1, -0.7], [-0.9, 1.5, -0.5], [0.1, -1.0, 0.2], [0.6, -0.6, 0.7], [0.2, -0.3, -0.5], [-0.2, 0.0, 0.5], [0.1, 0.5, -0.5], [0.0, 0.3, 0.0], [-0.1, -0.2, 0.1], [1.0, 0.5, 0.4], [-0.4, -0.2, -0.9], [0.1, 0.2, 0.5], [-0.3, -0.5, 0.3], [-0.1, 0.1, -0.2], [0.0, -0.1, -0.2], [-0.3, -0.1, 0.1], [0.1, 0.0, 0.0], [0.6, 1.1, -0.5], [0.1, -0.7, 0.5], [-0.9, -0.2, 1.0], [-0.1, -0.1, -0.1], [-0.1, 0.2, -0.5], [0.3, -0.2, 0.0], [-0.1, 0.0, -0.2], [0.2, -0.1, 0.0]], "orbital_gap_ev": 8.42, "relative_energy_kcal_mol": 0.00, "largest_force_ev_per_a": 2.745, "homo_energy_ev": -8.979}